# 1
Here is a molecular structure, C16H26CoF6NO12S2 at a distorted geometry from the Open Molecules 2025 dataset. Energies are from ωB97M-V/def2-TZVPD.

Element x y z (Å)
Co  9.38  -7.76  20.51
C  13.11  -7.96  18.87
F  13.23  -8.69  19.98
F  13.37  -6.71  19.16
F  14.13  -8.35  18.16
S  11.43  -8.36  17.95
O  11.52  -8.15  16.49
O  11.03  -9.72  18.28
N  10.28  -7.25  18.86
S  10.26  -5.94  17.92
O  9.66  -4.91  18.75
O  11.52  -5.52  17.20
C  8.92  -6.46  16.61
F  8.42  -5.31  16.06
F  9.36  -7.20  15.58
F  7.89  -7.07  17.15
O  7.72  -6.44  19.96
C  6.69  -5.82  19.64
O  6.58  -4.44  19.79
C  5.40  -3.86  19.28
C  4.59  -5.13  18.87
C  5.35  -6.31  19.26
H  5.59  -3.14  18.48
H  5.02  -3.34  20.16
H  4.49  -5.07  17.78
H  3.65  -5.00  19.40
H  5.45  -6.91  18.36
H  4.89  -6.79  20.12
O  10.08  -6.20  21.78
C  9.95  -5.08  22.31
O  8.68  -4.59  22.54
C  8.70  -3.18  22.96
C  10.22  -2.87  23.10
C  11.00  -4.19  23.08
H  8.05  -3.03  23.83
H  8.15  -2.47  22.35
H  10.38  -2.28  24.00
H  10.46  -2.27  22.22
H  11.10  -4.69  24.04
H  11.99  -4.16  22.63
O  8.50  -9.29  19.47
C  7.72  -10.17  19.18
O  7.19  -10.97  20.10
C  6.38  -11.98  19.61
C  6.57  -12.00  18.01
C  7.12  -10.58  17.80
H  5.43  -11.51  19.87
H  6.57  -12.94  20.09
H  5.69  -12.28  17.44
H  7.21  -12.85  17.81
H  6.30  -9.89  17.57
H  7.92  -10.46  17.07
C  7.14  -7.82  22.72
O  8.41  -8.25  22.29
H  6.94  -8.52  23.53
H  7.13  -6.79  23.10
H  6.43  -7.98  21.92
H  8.79  -8.72  23.04
C  10.80  -10.29  21.62
O  11.02  -8.88  21.42
H  9.76  -10.59  21.53
H  11.41  -10.95  21.00
H  11.03  -10.52  22.66
H  11.85  -8.57  21.80

Properties
Charge: 0
DFT total energy (a.u.): -4361.02705
HOMO level (alpha / beta) (Eh): -0.081 / -0.349
Multiplicity: 5



# 2
Here is C4H6N2OS in the gas phase at a distorted geometry from the Open Molecules 2025 dataset. Energies are from ωB97M-V/def2-TZVPD.

Element x y z (Å)
C  -1.66  -0.13  0.67
C  0.84  -0.17  0.47
C  1.84  0.15  -0.61
C  -0.36  0.39  -1.40
H  -2.52  -0.02  0.01
H  -1.84  0.62  1.42
H  -1.66  -1.06  1.21
H  0.34  -0.78  2.18
H  2.52  0.97  -0.40
H  2.45  -0.71  -0.97
N  -0.42  0.09  -0.04
N  1.16  -0.54  1.63
O  0.90  0.59  -1.71
S  -1.60  0.60  -2.45

Properties
Charge: 0
Energy above the lowest of the compared OMol25 structures with the same formula, charge and spin (eV): 1.469
DFT total energy (a.u.): -738.95070
SMILES string: [H]/N=C1/COC(=S)N1C
HOMO level (Eh): -0.328



# 3
Here is C6H4O in the gas phase from the Open Molecules 2025 dataset. Energies are from ωB97M-V/def2-TZVPD.

Element x y z (Å)
C  -0.61  0.47  2.92
C  -0.37  0.40  1.74
C  -0.08  0.21  0.36
C  1.03  -0.25  -0.29
C  0.65  -0.41  -1.65
C  -0.65  -0.03  -1.73
O  -1.11  0.35  -0.52
H  -0.84  0.49  3.96
H  1.99  -0.45  0.17
H  1.27  -0.80  -2.45
H  -1.36  0.04  -2.54

Properties
Charge: 0
Energy above the lowest of the compared OMol25 structures with the same formula, charge and spin (eV): 0.833
DFT total energy (a.u.): -306.18092
SMILES string: C#Cc1ccco1
HOMO level (Eh): -0.315



# 4
Here is C9H12S2 in the gas phase at a distorted geometry from the Open Molecules 2025 dataset. Energies are from ωB97M-V/def2-TZVPD.

Element x y z (Å)
C  1.40  1.70  1.85
C  1.37  0.45  1.48
C  0.87  2.73  0.91
C  0.91  -0.09  0.11
C  0.55  2.41  -0.33
C  0.49  1.00  -0.84
C  -0.27  -0.96  0.49
C  -1.01  -3.50  -0.13
C  0.06  0.86  -2.10
S  -2.91  -0.72  -0.66
S  -1.02  -2.01  -0.81
H  1.45  1.92  2.89
H  1.79  -0.19  2.18
H  1.08  3.77  1.18
H  1.80  -0.61  -0.33
H  0.13  3.11  -1.00
H  -0.98  -0.26  0.88
H  0.20  -1.65  1.28
H  -1.46  -4.30  -0.78
H  -1.19  -3.79  1.00
H  0.12  -0.17  -2.52
H  -0.05  1.56  -2.92
H  -3.34  -1.25  -1.82

Properties
Charge: 0
Energy above the lowest of the compared OMol25 structures with the same formula, charge and spin (eV): 4.598
DFT total energy (a.u.): -1146.34006
HOMO level (Eh): -0.292



# 5
Here is a molecular structure, C38H45NORuSb2Si at a distorted geometry from the Open Molecules 2025 dataset. Energies are from ωB97M-V/def2-TZVPD.

Element x y z (Å)
Ru  0.08  0.08  -1.24
C  0.43  -2.20  1.81
C  1.93  -2.46  1.76
C  2.51  -2.54  0.35
Sb  2.53  -0.68  -0.90
C  4.40  0.08  -0.20
C  4.83  -0.11  1.11
C  6.10  0.31  1.49
C  6.95  0.90  0.56
C  6.52  1.08  -0.75
C  5.25  0.67  -1.13
C  1.94  1.67  -1.71
C  1.15  1.85  -2.85
C  0.95  3.13  -3.36
C  1.59  4.21  -2.77
C  2.41  4.02  -1.66
C  2.56  2.75  -1.11
Sb  -0.07  -0.13  1.37
C  -2.03  -0.02  2.23
C  -2.64  1.23  2.30
C  -3.89  1.35  2.89
C  -4.54  0.24  3.40
C  -3.93  -1.01  3.33
C  -2.67  -1.14  2.75
C  1.07  0.56  3.05
C  2.21  1.34  2.91
C  2.99  1.62  4.02
C  2.63  1.12  5.27
C  1.48  0.37  5.41
C  0.69  0.09  4.31
H  0.05  -2.40  2.82
H  -0.08  -2.86  1.11
H  2.13  -3.42  2.25
H  2.46  -1.71  2.36
H  1.94  -3.26  -0.25
H  3.56  -2.84  0.37
H  4.19  -0.57  1.85
H  6.44  0.16  2.51
H  7.94  1.22  0.85
H  7.18  1.53  -1.48
H  4.91  0.82  -2.15
H  0.76  1.01  -3.41
H  0.31  3.27  -4.22
H  1.47  5.20  -3.19
H  2.94  4.86  -1.23
H  3.18  2.62  -0.23
H  -2.14  2.10  1.91
H  -4.37  2.32  2.95
H  -5.51  0.33  3.86
H  -4.42  -1.88  3.74
H  -2.21  -2.12  2.69
H  2.49  1.73  1.94
H  3.88  2.22  3.92
H  3.25  1.33  6.13
H  1.18  0.00  6.39
H  -0.23  -0.48  4.42
O  -0.63  2.63  -0.08
H  -0.35  3.50  -0.41
H  -1.54  2.50  -0.39
C  -2.24  -2.55  -0.62
C  -1.09  -2.88  -1.49
C  -0.72  -4.19  -1.93
C  0.21  -4.03  -2.90
C  0.41  -2.62  -3.04
C  1.25  -1.95  -4.06
N  -0.35  -1.94  -2.15
H  -2.37  -3.29  0.16
H  -3.15  -2.56  -1.24
H  -2.17  -1.54  -0.21
H  -1.15  -5.11  -1.56
H  0.70  -4.79  -3.49
H  1.14  -2.45  -5.02
H  2.31  -1.99  -3.79
H  0.96  -0.91  -4.17
C  -5.27  -1.21  -2.90
Si  -4.85  0.47  -2.15
C  -5.38  1.91  -3.24
C  -5.64  0.58  -0.44
C  -3.01  0.56  -1.91
C  -1.80  0.55  -1.75
H  -6.27  -1.19  -3.34
H  -5.27  -1.99  -2.13
H  -4.57  -1.50  -3.68
H  -6.45  1.89  -3.40
H  -4.88  1.87  -4.21
H  -5.13  2.86  -2.76
H  -6.72  0.41  -0.52
H  -5.49  1.56  0.01
H  -5.23  -0.16  0.24

Properties
Charge: +1
Energy above the lowest of the compared OMol25 structures with the same formula, charge and spin (eV): 0.117
DFT total energy (a.u.): -2469.44779
HOMO level (alpha / beta) (Eh): -0.364 / -0.387
Multiplicity: 6